Model a:
21
Properties=species:S:1:pos:R:3:lowdin_charge:R:1 method="wB97M-V/def2-TZVPD" lumo_ev=0.882 smiles="C=CCCCC.O"
C 0.484 -0.170 -1.865 -0.010
C 0.756 0.625 -0.831 -0.196
C -0.078 1.699 -0.138 -0.208
C -1.217 1.077 0.636 -0.222
C -0.906 -0.040 1.703 -0.248
C -0.462 0.477 3.066 -0.125
H -0.319 -0.021 -2.579 0.055
H 0.850 -1.180 -1.695 0.053
H 1.689 0.368 -0.328 0.095
H -0.418 2.507 -0.786 0.108
H 0.641 2.148 0.566 0.104
H -1.878 0.534 -0.038 0.098
H -1.884 1.762 1.180 0.108
H -1.839 -0.556 1.850 0.094
H -0.088 -0.641 1.299 0.096
H -0.622 -0.304 3.805 0.062
H 0.598 0.741 3.102 0.069
H -1.038 1.308 3.480 0.069
O 2.298 -3.375 -4.137 -0.051
H 1.683 -3.182 -4.832 0.019
H 1.749 -3.775 -3.457 0.029



Model b:
21
Properties=species:S:1:pos:R:3:lowdin_charge:R:1 method="wB97M-V/def2-TZVPD" lumo_ev=1.041 smiles=C1CCCC1.CO
C -1.960 -0.218 0.227 -0.198
C -1.932 1.242 0.681 -0.210
C -0.448 1.493 0.938 -0.199
C 0.241 0.810 -0.250 -0.190
C -0.716 -0.351 -0.667 -0.188
H -2.879 -0.493 -0.296 0.105
H -1.878 -0.877 1.099 0.111
H -2.265 1.883 -0.143 0.113
H -2.570 1.440 1.546 0.106
H -0.145 1.009 1.877 0.115
H -0.179 2.552 1.019 0.108
H 0.341 1.510 -1.085 0.109
H 1.247 0.504 0.029 0.079
H -0.314 -1.368 -0.589 0.088
H -0.984 -0.257 -1.720 0.106
C 2.702 -1.484 -0.642 -0.170
O 1.955 -1.503 0.554 -0.143
H 2.125 -1.131 -1.509 0.081
H 3.083 -2.485 -0.871 0.077
H 3.548 -0.803 -0.506 0.082
H 1.027 -1.473 0.306 0.017



Model c:
21
Properties=species:S:1:pos:R:3:lowdin_charge:R:1 method="wB97M-V/def2-TZVPD" lumo_ev="0.605 / 0.986"
C 2.421 1.656 1.706 0.009
C 1.915 0.360 1.253 -0.309
C 0.392 0.296 1.026 -0.225
C 0.012 -0.723 -0.047 -0.235
C -1.468 -0.704 -0.420 -0.205
C -1.732 -1.556 -1.650 -0.300
O -3.116 -1.525 -1.929 -0.070
H 0.489 5.586 -0.926 0.003
H 3.304 1.726 2.335 0.042
H 1.954 2.582 1.383 0.043
H 2.400 0.157 0.269 0.113
H 2.267 -0.454 1.900 0.110
H -0.105 0.060 1.976 0.117
H 0.032 1.287 0.723 0.108
H 0.304 -1.733 0.275 0.121
H 0.605 -0.504 -0.948 0.113
H -2.087 -1.071 0.409 0.122
H -1.793 0.322 -0.631 0.120
H -1.145 -1.157 -2.494 0.119
H -1.382 -2.586 -1.468 0.120
H -3.267 -2.018 -2.744 0.085



Which one is most stable, and which one is least stable? model b is the most stable of them, while model c is the least stable.